Record 1
Molecular formula: C22H22N8O2STeV
Method: DFT, the ωB97M-V functional and the def2-TZVPD basis

Each line ends with the Löwdin charge.
Atoms and positions in Å:
Te1 0.09419 0.10410 -1.60519  0.291
V1 0.08092 -0.32208 0.76899  0.122
S1 -1.88613 -2.50416 0.73135  0.911
O1 -0.42015 -2.21567 1.26074  -0.661
O2 3.62596 3.91056 4.04307  0.122
N1 4.13973 5.86755 4.92040  0.141
N2 5.30217 5.30946 4.35009  0.140
N3 -1.21901 2.53404 3.43856  -0.103
N4 -0.44964 1.47138 1.70622  -0.048
N5 -1.85249 3.08493 2.37218  0.155
N6 3.70832 -1.23846 2.89554  0.145
N7 1.99746 -0.54430 1.62810  -0.027
N8 4.15402 -0.51701 1.83661  -0.114
C1 3.20055 5.02757 4.69607  -0.294
C2 -1.37352 2.42096 1.35501  -0.171
C3 -0.90638 5.38848 5.66894  -0.021
C4 5.58411 -0.28661 1.63505  -0.058
C5 3.13679 -0.11199 1.09250  -0.104
C6 7.05191 3.59365 2.73831  -0.005
C7 -0.02095 6.41598 5.97587  -0.041
C8 0.90119 4.10574 4.75586  0.028
C9 7.83375 2.71425 2.00693  -0.044
C10 5.27082 1.96401 2.77422  0.031
C11 1.78142 5.13456 5.04779  -0.126
C12 6.05212 1.09122 2.03461  -0.191
C13 5.76788 3.21875 3.11414  -0.129
C14 2.41292 -1.22079 2.74044  -0.182
C15 -2.22874 -4.10835 1.41026  -0.234
C16 -0.39023 1.58893 3.02929  -0.138
C17 -1.40541 3.09939 4.77888  -0.056
C18 7.33287 1.47345 1.64747  -0.029
C19 1.32154 6.29524 5.66698  -0.001
C20 -0.44733 4.22837 5.06375  -0.196
C21 4.94753 4.18360 3.85388  -0.291
C22 -2.94067 -1.51222 1.76800  -0.243
H1 -3.27606 -4.32993 1.20533  0.071
H2 2.01805 7.09200 5.89002  0.123
H3 8.83133 3.00278 1.70485  0.115
H4 1.28433 3.21410 4.27643  0.109
H5 -2.43780 3.43730 4.81610  0.132
H6 3.22987 0.46199 0.18385  0.144
H7 7.94645 0.79920 1.06094  0.122
H8 -2.01904 -4.11872 2.47873  0.075
H9 -1.59411 -4.82023 0.88707  0.069
H10 -1.95842 5.50132 5.90187  0.119
H11 0.24486 1.02101 3.69208  0.144
H12 -3.03575 -0.51926 1.33271  0.051
H13 -1.65323 2.59265 0.32875  0.113
H14 -2.49593 -1.47109 2.76274  0.071
H15 6.07467 -1.06729 2.21406  0.140
H16 7.42384 4.57162 3.01183  0.122
H17 5.79396 -0.47411 0.58211  0.139
H18 -0.38318 7.31914 6.44757  0.115
H19 -1.29398 2.27379 5.48345  0.138
H20 1.73323 -1.73507 3.40031  0.122
H21 -3.92419 -1.97950 1.81884  0.072
H22 4.27524 1.67968 3.09004  0.117

Atomic forces in eV per Å
-0.1058 0.0557 -0.1657
0.5099 0.0133 -0.2834
1.1021 -0.1200 0.0325
-1.3081 0.1812 -0.2792
0.1041 0.2470 -0.0626
0.5837 -0.1171 -0.3513
-0.4623 0.3551 0.3301
-0.2313 0.3590 -0.1254
-0.3368 -0.0289 0.3705
0.1561 -0.0760 0.1013
0.0719 0.2937 -0.0724
0.2079 0.0302 0.2681
0.1396 -0.1359 0.1479
-0.3319 -0.2904 0.1367
0.1130 -0.0617 -0.1558
0.0067 0.0769 0.0352
-0.2634 -0.1951 -0.0381
-0.1612 0.0438 -0.1301
0.0791 -0.0153 -0.0340
0.0229 -0.0384 -0.0239
-0.0449 -0.0572 -0.0087
-0.0430 -0.0038 0.0085
-0.0251 -0.0438 -0.0486
0.2079 0.1672 0.0386
0.0622 -0.0059 0.0012
-0.0154 0.1977 0.1029
-0.1718 -0.1904 -0.1387
-0.0156 -0.0880 0.1113
0.2303 -0.0940 0.1787
-0.0222 -0.2043 -0.2247
0.0357 0.0416 0.0174
-0.0558 0.0169 0.0085
0.0269 0.0042 0.0345
-0.0280 -0.4181 -0.1276
-0.1453 -0.0036 0.2402
0.0200 -0.0489 0.0131
0.0136 -0.0201 -0.0129
-0.0076 -0.0066 0.0010
0.0013 -0.0038 -0.0054
0.0034 0.0363 0.0379
-0.0207 0.0016 0.0201
-0.0233 -0.0162 0.0085
-0.0201 0.0154 -0.0050
0.0094 0.0133 0.0013
0.0033 -0.0262 -0.0109
-0.0332 -0.0200 -0.0151
0.0687 0.0063 -0.0300
-0.0545 0.0277 0.0309
-0.0296 -0.0094 0.0056
0.0688 0.0545 0.0297
-0.0305 -0.0016 0.0111
0.0509 0.0318 -0.0032
-0.0181 -0.0130 -0.0011
0.0635 0.0456 0.0496
0.0510 -0.0060 0.0282
-0.0038 0.0264 -0.0567
-0.0047 0.0173 0.0093

Spin multiplicity: 3
Highest occupied orbital energy (spin up / spin down), eV: -9.923 / -10.453
ΔE to the lowest compared entry with this formula, charge and spin, kJ/mol: 21.7
M, g/mol: 641.08
F_max, eV Å⁻¹: 1.35
Total charge: +1

***

Record 2
Molecular formula: C55H75BN22OS
Method: DFT, the ωB97M-V functional and the def2-TZVPD basis

Each line ends with the Löwdin charge.
Atoms and positions in Å:
S1 -4.46056 -0.59982 -1.87119  0.903
O1 -1.45094 2.61085 1.24279  0.040
N1 -3.85215 0.50592 -0.71700  -0.254
N2 -13.01780 0.43402 -4.27951  0.112
N3 -4.26841 -2.11308 -1.07738  -0.261
N4 -4.00665 1.82509 -4.15687  0.128
N5 -3.65932 3.91618 6.12361  0.135
N6 7.18301 -4.94889 -4.21992  0.135
N7 4.18567 -4.49086 5.12801  0.164
N8 4.50662 -3.47358 0.91950  0.139
N9 -10.93242 5.14351 -5.65583  0.144
N10 4.01205 -7.41109 -3.68325  0.135
N11 1.92793 2.78831 -2.94215  0.137
N12 5.77048 7.66157 -5.16130  0.145
N13 1.90122 8.21080 -5.99373  0.136
N14 -10.29096 6.50126 1.66361  0.124
N15 8.97889 -0.43743 -0.82248  0.116
N16 3.88687 3.56418 1.12238  0.125
N17 0.61719 -6.34288 6.00631  0.161
N18 -8.25678 3.67122 -2.96089  0.156
N19 6.54832 -5.87986 0.56504  0.050
N20 2.87385 7.69029 -1.09578  0.119
N21 7.57120 -6.44601 4.27496  0.145
N22 -0.71162 -6.34499 -2.19802  0.142
C1 -3.46544 2.76146 2.91440  -0.031
C2 3.53935 -6.86959 5.99470  -0.085
C3 1.54166 -3.18166 4.31567  -0.061
C4 -9.61188 5.57178 -0.68393  -0.091
C5 -1.60173 -0.40487 4.15330  -0.102
C6 2.91919 3.84758 0.56843  -0.276
C7 -12.29578 1.32932 -4.25815  -0.281
C8 1.67854 4.19120 -0.12216  -0.074
C9 1.65751 1.74107 -2.54806  -0.259
C10 2.39471 -0.97945 3.15399  -0.027
C11 8.31059 -5.56618 4.31010  -0.260
C12 -3.40302 -0.21273 0.42234  -0.213
C13 6.29108 6.66888 -5.41799  -0.252
C14 1.51458 -8.16648 -3.84706  -0.079
C15 0.85011 1.16118 2.79182  -0.084
C16 -7.80222 2.76228 -2.42169  -0.243
C17 0.13691 8.81410 -4.16134  -0.072
C18 5.49287 -5.57585 2.13257  -0.231
C19 6.12769 -4.54101 -4.01305  -0.269
C20 4.78695 -4.01300 -3.75101  -0.079
C21 -9.43321 6.85864 -4.37679  -0.076
C22 4.94069 -4.39906 1.45349  -0.244
C23 6.95375 5.40482 -5.74449  -0.062
C24 3.90103 -5.53751 5.50993  -0.253
C25 -11.37630 2.46916 -4.23087  -0.105
C26 -3.09807 -5.37899 -1.74369  -0.069
C27 -0.14334 -1.10064 4.01693  -0.150
C28 -2.73213 0.29847 1.73457  0.011
C29 -2.01074 5.94463 6.17711  -0.071
C30 -7.22469 1.60515 -1.73567  -0.074
C31 -3.29891 -2.76599 1.28973  -0.004
C32 0.99952 -0.32023 3.33749  -0.163
C33 9.25043 -4.44455 4.35379  -0.064
C34 -1.76132 -5.92003 -1.99807  -0.242
C35 6.92209 -6.37273 -0.41362  -0.104
C36 -2.50505 3.53622 -2.87232  -0.066
C37 -10.27328 5.89885 -5.09350  -0.244
C38 0.14656 -2.52850 4.49977  -0.048
C39 2.68538 -2.40972 3.61043  -0.077
C40 -2.93408 4.80851 6.14715  -0.267
C41 0.25289 -6.77514 7.00777  -0.248
C42 -2.34770 -0.75596 2.76182  -0.083
C43 7.88849 -0.79328 -0.90642  -0.278
C44 1.12448 8.47676 -5.18860  -0.278
C45 -0.21097 -7.32526 8.28296  -0.062
C46 1.31263 0.41019 -2.04380  -0.044
C47 3.73797 6.57334 -3.29659  -0.096
C48 -2.64105 -2.30727 2.56901  0.014
C49 2.91350 -7.74538 -3.75446  -0.257
C50 6.50015 -1.24664 -1.01315  -0.077
C51 3.25503 7.19989 -2.06512  -0.275
C52 -9.99252 6.09254 0.63116  -0.275
C53 -3.34645 2.57871 -3.59211  -0.279
C54 7.39346 -6.99992 -1.64860  -0.053
C55 -3.68330 -1.74563 0.17020  -0.281
B1 -2.48580 1.88904 1.92287  -0.437
H1 -0.69160 8.10218 -4.15176  0.077
H2 4.78919 -2.92166 -3.69858  0.067
H3 8.23582 -7.67103 -1.46361  0.084
H4 -0.39257 -8.40017 8.21411  0.085
H5 -2.26830 6.69129 5.42259  0.082
H6 7.72516 -6.25653 -2.37611  0.038
H7 0.52225 -7.16972 9.07774  0.084
H8 -3.50450 -5.74265 -0.79720  0.079
H9 6.32312 -2.14628 -0.41857  0.047
H10 0.70981 -0.14801 -2.76384  0.086
H11 3.70840 -2.87389 3.45180  0.042
H12 4.08185 -4.29895 -4.53447  0.077
H13 -10.02945 7.51912 -3.74267  0.082
H14 0.58648 1.11674 1.66919  0.079
H15 6.38865 4.54720 -5.37203  0.082
H16 0.73873 0.46882 -1.11542  0.078
H17 -11.39348 2.97733 -3.26392  0.069
H18 -1.93991 4.17009 -3.55952  0.082
H19 6.56514 -5.51871 2.22338  0.033
H20 -0.70270 -3.11239 5.00644  0.086
H21 1.79785 1.79468 2.87537  0.080
H22 -9.15964 6.34604 -1.30730  0.065
H23 -1.73613 3.51565 0.99878  0.096
H24 9.01201 -3.69142 3.59913  0.085
H25 2.94187 -7.41536 5.26192  0.076
H26 9.23582 -3.94649 5.32577  0.083
H27 -7.61662 1.50243 -0.72092  0.090
H28 4.38615 -4.38271 -2.80418  0.077
H29 7.06467 5.27698 -6.82356  0.084
H30 5.79998 -0.48458 -0.66335  0.080
H31 2.20526 -0.18450 -1.83668  0.085
H32 -11.63104 3.21144 -4.99090  0.026
H33 -1.78224 3.02994 -2.22793  0.070
H34 -2.13171 -0.97839 5.00200  0.124
H35 4.59265 5.92007 -3.10758  0.077
H36 -7.44371 0.67409 -2.26320  0.080
H37 2.96304 5.96406 -3.76863  0.077
H38 -0.28931 9.80645 -4.32484  0.082
H39 -8.70963 6.35380 -3.73234  0.050
H40 -3.58010 3.80254 2.42853  0.074
H41 -6.13836 1.68547 -1.65670  0.028
H42 2.95495 -6.81691 6.91399  0.053
H43 1.73959 -4.24958 4.66523  0.040
H44 1.32186 -9.05733 -3.24512  0.084
H45 -2.33684 -3.05127 3.38174  0.098
H46 6.60669 -7.59046 -2.12509  0.071
H47 -8.88776 4.75947 -0.60076  0.054
H48 1.23404 -8.40381 -4.87604  0.082
H49 4.05597 7.31812 -4.03038  0.017
H50 0.57997 8.81110 -3.16232  0.071
H51 1.65361 5.24540 -0.41006  0.060
H52 0.83540 -7.38410 -3.49713  0.021
H53 -0.98195 5.63095 5.98596  0.083
H54 -3.05951 2.84611 3.97577  0.039
H55 4.42486 -7.47407 6.20685  0.083
H56 -3.80183 -5.66206 -2.52957  0.086
H57 -3.48369 -3.88556 1.17151  0.092
H58 -3.10098 4.19561 -2.23706  0.081
H59 -10.47537 5.18155 -1.22748  0.079
H60 1.54901 3.60284 -1.03490  0.012
H61 -1.53738 0.70888 4.36011  0.099
H62 3.20755 -0.36654 2.62444  0.100
H63 -8.86933 7.49156 -5.06572  0.083
H64 -1.14398 -6.85811 8.60584  0.085
H65 -10.34522 2.15912 -4.41498  0.067
H66 -4.48822 2.23269 2.86929  0.083
H67 0.80485 4.00626 0.50843  0.062
H68 0.03342 1.73398 3.36202  0.070
H69 7.95287 5.35059 -5.30637  0.085
H70 6.23286 -1.48292 -2.04583  0.063
H71 -2.02255 6.44584 7.14749  0.083
H72 -3.08764 -4.28731 -1.69497  0.048
H73 5.25699 -6.49338 1.60204  0.089
H74 10.27622 -4.77311 4.17224  0.083
H75 5.09086 -5.67992 3.15159  0.036

Atomic forces in eV per Å
1.2739 -0.5675 2.7848
-1.7763 -0.9155 -0.2440
0.6502 -2.8975 1.8029
0.2104 0.2479 0.0101
1.7365 3.8484 3.1785
0.1389 0.2071 0.2166
0.2532 0.2790 0.0446
-0.3389 0.1975 0.0516
0.1340 -0.5200 0.3642
0.2435 -0.3559 0.1587
0.2289 0.4575 0.0757
-0.2856 -0.0356 0.0264
-0.1232 -0.4879 -0.0722
0.4669 -0.2784 -0.2863
-0.2351 0.0314 0.2422
0.1012 -0.1179 -0.3009
-0.3125 -0.1119 -0.0187
-0.2696 0.0360 -0.1823
-0.2874 -0.1148 0.3289
0.1296 -0.1906 0.1943
4.8499 -0.7017 -8.6688
-0.0161 -0.1437 -0.2941
0.3005 0.1853 0.1266
-0.4051 0.1863 0.0619
-0.3033 -0.4194 -1.4112
0.1873 -0.4691 0.1327
-0.6219 3.0229 -1.3180
0.0505 -0.1095 -0.1998
0.6111 -1.9024 -1.0478
-0.0275 -0.0144 0.0504
0.0383 -0.0090 0.0630
-0.4928 0.1615 -0.1638
0.0305 -0.1295 -0.1842
-2.3753 -1.7237 1.1876
0.0504 -0.0020 0.0718
-0.8343 -1.6769 -1.6615
0.1141 0.0516 -0.1092
-0.3439 -0.0386 -0.1026
-0.3348 -0.3679 -0.0539
0.0304 -0.0715 -0.0325
-0.2169 0.0940 0.2819
-2.7155 0.1689 5.1481
-0.0686 0.0271 -0.0366
-0.3298 0.1194 0.0872
0.2414 0.2607 0.2041
-0.1809 0.0537 0.2949
0.1589 -0.2963 -0.0752
0.0136 -0.0470 0.1344
0.0650 0.1078 -0.0505
-0.2402 0.1604 0.0505
2.9911 -0.4396 -0.5150
0.5331 -3.7124 0.5817
0.2209 0.2707 0.0005
0.1135 -0.2317 0.1544
1.4003 1.9484 2.2366
1.2698 -2.4532 0.8671
0.2165 0.2766 -0.0050
-0.0321 -0.0180 0.0216
0.1214 -0.2301 -0.0890
0.2336 0.2341 0.1670
0.0671 0.0106 0.0400
2.3536 1.4089 -1.3268
-3.6718 1.8686 0.6018
0.0030 0.0279 0.0401
-0.1464 0.0319 -0.0068
-1.3077 0.4834 -1.7537
-0.0283 0.0165 -0.0427
-0.0159 0.0125 0.0252
-0.1043 -0.1390 0.3032
-0.0704 -0.3106 0.1253
-0.1029 -0.1009 -0.2444
-1.6053 1.6408 -3.9989
-0.0464 -0.0402 -0.0188
-0.2937 -0.1501 0.0078
0.0271 -0.1124 -0.0368
-0.0208 0.0267 -0.0172
0.0191 0.0171 0.0477
0.1068 -0.3338 -0.2332
0.2563 -0.3941 0.5351
0.2242 1.2862 0.4652
0.1716 -0.0246 -0.1675
0.2244 -0.1055 -0.0502
-0.0980 0.1054 0.2342
0.0754 0.1213 -0.1951
-0.1340 -0.1944 0.0260
-0.1206 0.0556 0.2194
0.0424 0.0852 -0.2125
0.2166 -0.0802 -0.0743
0.1255 0.1102 0.0211
0.0609 0.2329 -0.0578
-1.7445 0.7420 0.3076
0.2478 -0.1201 -0.0017
-0.1328 -0.1448 -0.1576
0.1854 0.1831 1.7883
-0.0811 0.2108 0.0364
0.0731 0.1974 -0.0725
-0.1250 -0.1793 -0.0354
-0.1342 -0.1791 -0.0936
-0.7876 0.4012 1.5125
1.5534 0.9011 -0.7705
-1.1049 -1.1826 0.0226
-0.0485 0.0271 0.2276
0.2604 -0.6645 0.7266
-0.1432 -0.1899 0.0167
0.0456 0.2698 -0.0200
-0.1595 -0.1846 -0.0456
-0.0825 0.1807 -0.1263
0.2286 -0.1042 -0.0677
-0.1145 0.1996 0.0886
0.2334 0.0263 0.0539
0.0213 0.2273 -0.0449
-0.0869 -0.3060 0.1075
-0.1578 -0.1574 -0.1172
0.6166 1.1804 -1.2948
-0.0959 0.1464 0.2321
-0.0719 0.2199 -0.1079
-0.0776 0.0823 0.2334
0.1664 -0.0865 -0.1504
-0.1576 -0.2262 -0.1835
0.1055 -1.3470 1.0638
-0.1340 0.2106 -0.1161
0.1173 0.2237 -0.1661
-0.5586 1.8607 -0.5212
0.2204 0.1138 0.0181
-0.5196 1.2873 -1.4424
-0.0761 0.1578 0.1387
-0.1051 0.1348 0.1436
0.2708 0.0452 0.0286
-0.2143 -0.0045 0.3788
0.1603 -0.0500 -0.1765
0.2624 -0.0494 0.1232
0.2927 -0.0441 0.0642
-0.1722 -0.1617 0.0078
-0.7508 -0.1080 -1.3886
0.1084 0.2774 -0.1349
0.2247 -0.0676 -0.0111
0.1740 1.8489 -0.0203
-0.1293 -0.1765 -0.1299
-0.0041 0.0641 0.1937
0.2486 0.2106 0.3892
-0.1396 -1.5105 -0.2550
-1.3536 -1.0435 0.9447
-0.1632 -0.1590 -0.0916
0.1105 0.0732 -0.2037
-0.1630 -0.1142 -0.0074
1.4278 0.9998 0.5701
0.2431 -0.0896 0.1756
1.1380 -0.8837 -1.0037
-0.1396 0.1944 0.0407
0.2575 0.0728 0.0308
-0.1389 -0.1916 -0.0412
0.1511 -0.1170 -0.0355
-0.7254 0.0992 0.8669
-0.1818 -0.1615 -0.0078
-0.6186 0.5466 -0.0254

Highest occupied orbital energy, eV: -8.115
M, g/mol: 1103.24
F_max, eV Å⁻¹: 9.96

***

| no. | energy (Ha) |
| --- | --- |
| 1 | -3050.094285 |
| 2 | -3843.168802 |